No. 1
A gas-phase ion, C5H13N2O (charge +1) in a non-equilibrium geometry. Source: OMol25; level of theory: wB97M-V/def2-TZVPD.

Properties
Net charge: +1
F_max (eV/A): 3.3
SMILES string: CCNC(=O)C[NH2+]C
Gap between HOMO and LUMO (eV): 10.12
Total energy (eV): -10416.2133

```
21
Properties=species:S:1:pos:R:3:nbo_charge:R:1
O -1.32 -0.13 -1.53 -0.605
C -0.30 -0.27 -0.84 0.654
N 0.10 -1.55 -0.41 -0.608
C 0.79 -1.87 0.84 -0.225
C 0.41 -3.33 1.34 -0.634
C 0.52 0.99 -0.64 -0.316
N -0.31 2.21 -1.08 -0.520
C -1.02 3.10 -0.13 -0.421
H -0.48 -2.29 -0.80 0.424
H 1.90 -1.90 0.74 0.211
H 0.43 -1.04 1.62 0.184
H 1.22 -3.99 0.99 0.235
H -0.65 -3.65 1.19 0.232
H 0.49 -3.20 2.52 0.237
H 0.80 1.10 0.41 0.250
H 1.48 1.03 -1.18 0.262
H 0.39 2.79 -1.65 0.441
H -0.94 1.86 -1.86 0.481
H -0.32 3.69 0.54 0.237
H -1.60 2.60 0.54 0.237
H -1.58 3.84 -0.61 0.245
```

No. 2
A gas-phase ion, C5H13N2O (charge +1) in a non-equilibrium geometry. Source: OMol25; level of theory: wB97M-V/def2-TZVPD.

Properties
Net charge: +1
F_max (eV/A): 2.9
SMILES string: C[C@H]([NH3+])CCC(N)=O
Gap between HOMO and LUMO (eV): 10.90
Total energy (eV): -10417.6074

```
21
Properties=species:S:1:pos:R:3:nbo_charge:R:1
C -0.27 -2.32 -0.62 -0.696
C -0.03 -1.64 0.70 -0.032
C 0.92 -0.40 0.82 -0.416
C 1.16 0.34 -0.53 -0.515
C 0.21 1.53 -0.53 0.686
N 0.47 2.59 -1.33 -0.787
O -0.83 1.51 0.12 -0.683
N -1.37 -1.18 1.29 -0.693
H 0.44 -3.19 -0.66 0.259
H 0.01 -1.89 -1.57 0.247
H -1.21 -2.84 -0.85 0.248
H 0.34 -2.40 1.42 0.228
H 0.49 0.34 1.51 0.238
H 1.87 -0.74 1.22 0.240
H 2.22 0.57 -0.61 0.248
H 0.95 -0.25 -1.41 0.241
H -0.27 3.26 -1.44 0.416
H 1.28 2.74 -1.90 0.411
H -1.21 -0.75 2.20 0.448
H -1.76 -0.39 0.75 0.468
H -1.96 -2.01 1.18 0.443
```

No. 3
2 unconnected molecules or ions with the total composition C5H13N2O. Source: OMol25; level of theory: wB97M-V/def2-TZVPD.

Properties
Net charge: +1
F_max (eV/A): 0.5
Gap between HOMO and LUMO (eV): 10.68
Total energy (eV): -10416.8792

```
21
Properties=species:S:1:pos:R:3:nbo_charge:R:1
C 2.30 0.02 0.24 -0.115
O 1.73 0.16 1.55 -0.763
C 1.46 0.78 -0.73 -0.268
C 1.46 0.62 -2.05 -0.349
H 2.33 -1.04 -0.04 0.186
H 3.32 0.39 0.23 0.207
H 2.44 0.12 2.20 0.505
H 0.89 1.59 -0.28 0.209
H 0.87 1.28 -2.67 0.218
H 2.03 -0.16 -2.55 0.212
C -2.28 -1.14 -0.98 -0.413
N -1.40 -0.51 -0.01 -0.510
C -1.82 0.03 1.10 0.395
N -1.04 0.54 2.03 -0.728
H -2.11 -2.21 -1.00 0.228
H -2.10 -0.74 -1.98 0.232
H -3.31 -0.95 -0.71 0.221
H -0.41 -0.45 -0.26 0.435
H -2.88 0.00 1.27 0.217
H -0.03 0.53 1.93 0.451
H -1.44 1.16 2.71 0.428
```

Energy above the lowest of the compared OMol25 structures with the same formula, charge and spin (computed, eV): 1.983, 0.588, 1.317